1.
Computed, not measured: 5 unconnected molecules or ions with the total composition C25H63O17P4, with ωB97M-V/def2-TZVPD.

* net charge: 0
* E: -3635.0559 hartree
* multiplicity: 2
* <S²>: 0.75

CARTESIAN COORDINATES (ANGSTROEM)
C 1.425 -0.143 -1.235
O 1.494 -0.916 -0.050
H 2.320 -0.423 -1.792
H 0.540 -0.418 -1.807
H 1.374 0.905 -0.938
C -6.804 0.695 -7.248
C -6.253 0.413 -5.831
O -4.923 -0.166 -5.953
P -4.003 -0.371 -4.625
O -4.694 -0.536 -3.294
O -2.971 -1.576 -5.057
C -3.424 -2.924 -5.288
C -3.677 -3.038 -6.798
O -3.022 0.911 -4.729
C -2.096 1.134 -3.644
C -0.764 1.709 -4.177
H -7.642 1.391 -7.197
H -6.015 1.179 -7.823
H -7.325 -0.063 -7.834
H -6.219 1.280 -5.171
H -6.949 -0.308 -5.401
H -2.816 -3.727 -4.870
H -4.364 -3.133 -4.778
H -4.228 -2.182 -7.187
H -2.680 -2.934 -7.225
H -4.042 -4.026 -7.079
H -2.582 1.803 -2.935
H -2.012 0.228 -3.044
H -0.058 0.964 -4.545
H -0.911 2.586 -4.808
H -0.146 2.173 -3.409
C 9.551 -1.476 1.488
C 8.408 -2.431 1.139
O 7.306 -2.021 1.815
P 6.165 -1.051 1.197
O 4.861 -1.224 1.955
O 6.201 -1.410 -0.398
C 5.261 -1.025 -1.425
C 6.162 -0.753 -2.572
O 6.823 0.409 1.349
C 6.827 0.949 2.738
C 7.543 2.303 2.747
H 9.591 -0.543 0.925
H 9.440 -1.235 2.546
H 10.504 -1.978 1.323
H 8.231 -2.379 0.064
H 8.677 -3.433 1.472
H 4.426 -1.725 -1.471
H 4.870 -0.068 -1.080
H 5.588 -0.710 -3.497
H 6.579 0.248 -2.459
H 7.025 -1.419 -2.580
H 5.801 0.978 3.105
H 7.290 0.120 3.274
H 7.538 2.752 3.740
H 8.573 2.390 2.402
H 7.066 3.062 2.127
C -0.562 5.359 1.999
C 0.126 4.854 3.296
O 0.750 3.530 3.262
P -0.187 2.259 3.495
O 0.585 0.970 3.496
O -1.272 2.257 2.304
C -0.881 1.990 0.979
C -1.870 2.691 0.023
O -1.102 2.737 4.737
C -0.796 2.550 6.071
C -0.399 3.843 6.679
H -1.639 5.191 1.980
H -0.498 6.436 1.844
H -0.031 4.910 1.159
H 0.812 5.598 3.702
H -0.673 4.897 4.036
H 0.164 2.201 0.750
H -0.931 0.908 0.857
H -1.336 2.733 -0.927
H -2.837 2.208 -0.119
H -2.158 3.687 0.357
H -1.676 2.134 6.562
H 0.028 1.854 6.230
H 0.552 4.202 6.286
H -1.152 4.609 6.492
H -0.174 3.786 7.744
C -3.955 -5.558 4.059
C -3.607 -4.677 2.898
O -2.366 -4.030 3.063
P -2.021 -2.675 2.270
O -0.596 -2.135 2.415
O -2.401 -3.018 0.719
C -1.825 -2.322 -0.293
C -1.951 -2.888 -1.704
O -3.219 -1.708 2.763
C -3.047 -0.333 2.850
C -3.951 0.255 1.713
H -4.744 -6.299 3.928
H -3.035 -6.048 4.379
H -4.275 -4.972 4.920
H -3.403 -5.453 2.161
H -4.386 -4.052 2.462
H -2.278 -1.332 -0.344
H -0.752 -2.176 -0.173
H -1.316 -3.740 -1.945
H -2.973 -3.214 -1.897
H -1.629 -2.167 -2.455
H -3.405 0.071 3.797
H -2.008 -0.019 2.755
H -3.551 0.110 0.709
H -4.957 -0.165 1.702
H -4.032 1.338 1.799

2.
Computed, not measured: C21H22N2O4 in the gas phase, with ωB97M-V/def2-TZVPD.

* net charge: 0
* structure (SMILES): COc1ccc(CCNC(=O)CCCN2C(=O)c3ccccc3C2=O)cc1
* E: -1223.3204 hartree

CARTESIAN COORDINATES (ANGSTROEM)
C -3.753 1.363 5.593
O -4.255 1.830 4.354
C -3.172 2.019 3.312
C -3.598 2.667 1.930
C -2.491 2.729 1.033
C -1.043 2.402 1.258
C -0.285 2.319 0.038
C -0.165 1.112 -0.673
N 1.028 1.186 -1.624
C 2.154 0.761 -1.578
O 2.568 0.012 -0.595
C 2.825 0.746 -2.755
C 3.966 -0.447 -3.002
C 3.115 -1.693 -3.574
N 2.241 -2.104 -2.631
C 0.536 -1.837 -2.900
O 0.200 -1.014 -3.639
C 0.155 -2.037 -1.629
C -1.267 -2.265 -1.065
C -1.332 -2.683 0.125
C -0.448 -3.254 0.929
C 0.751 -3.496 0.425
C 1.040 -2.837 -0.927
C 2.375 -2.772 -1.512
O 3.497 -3.097 -1.370
C -0.964 1.742 2.385
C -1.842 1.553 3.406
H -3.506 0.382 5.536
H -4.730 1.537 6.138
H -3.159 1.885 5.989
H -4.536 2.919 1.983
H -2.991 3.210 0.195
H 0.662 2.930 0.422
H -0.590 3.139 -0.506
H -0.960 0.888 -1.037
H 0.284 0.257 0.034
H 0.697 1.657 -2.551
H 2.421 1.110 -3.555
H 3.826 1.577 -2.542
H 4.619 -0.147 -3.875
H 4.500 -0.823 -2.077
H 2.600 -1.361 -4.559
H 3.894 -2.580 -3.802
H -1.749 -1.656 -1.536
H -2.629 -2.638 0.406
H -0.790 -3.890 1.956
H 1.632 -3.828 0.954
H 0.152 1.284 2.676
H -1.485 1.243 4.437

> Number 2 is which compound?

C21H22N2O4